[1]
DFT (ωB97M-V/def2-TZVPD) results for C16H13HfN2O6 as an isolated structure at a distorted geometry.

Summary:
charge = +3
energy relative to the best compared isomer or geometry (same formula, charge and spin) = 0.0 kcal per mole
HOMO energy (spin up / spin down) = -17.87 / -17.87 eV
electronic energy = -33338.5192 eV

Geometry as XYZ:
```
38
Properties=species:S:1:pos:R:3:mulliken_charge:R:1
O -0.365 2.305 -6.238 -0.1773
C -0.869 3.279 -6.597 0.1846
Hf -0.572 0.064 -2.773 1.2127
O -0.307 3.404 -3.533 -0.1402
C -0.104 2.288 -3.183 0.2716
C 0.400 -2.679 -4.306 0.4102
O -0.371 -1.757 -4.089 -0.3975
C 1.165 1.354 -3.734 0.5070
O 2.348 1.664 -3.782 -0.2168
C -2.311 1.017 -3.340 0.5988
O -3.301 1.621 -3.626 -0.0983
H 0.522 0.558 -4.233 0.1185
C 1.154 -0.355 3.584 -0.8055
N 1.347 -0.165 2.163 -0.0476
N 0.439 -0.592 1.234 0.4361
C 0.923 -0.304 0.003 0.8528
O 0.214 -0.412 -1.065 -0.6136
C 2.208 0.234 0.179 -1.1394
C 2.414 0.349 1.540 0.8755
C 3.567 0.909 2.270 -1.6755
C -0.898 -0.975 1.559 0.1848
C -1.649 -0.158 2.397 -0.1126
C -2.955 -0.529 2.714 -0.8817
C -3.487 -1.699 2.163 -0.4544
C -2.720 -2.508 1.308 -0.7898
C -1.412 -2.142 0.990 -0.2748
H 0.341 0.260 3.984 0.3253
H 2.108 -0.130 4.073 0.3681
H 0.882 -1.393 3.776 0.3643
H 2.845 0.558 -0.615 0.4276
H 3.261 1.671 2.996 0.4274
H 4.077 0.154 2.880 0.4095
H 4.283 1.346 1.562 0.3609
H -1.209 0.761 2.780 0.6104
H -3.542 0.113 3.369 0.4326
H -4.514 -1.974 2.400 0.4501
H -3.143 -3.412 0.865 0.4297
H -0.768 -2.728 0.323 0.5664
```

---

[2]
DFT (ωB97M-V/def2-TZVPD) results for one molecule with the formula C2H4NO3P at a distorted geometry.

Summary:
charge = 0
energy relative to the best compared isomer or geometry (same formula, charge and spin) = 25.3 kcal per mole
HOMO energy (spin up / spin down) = -6.12 / -10.65 eV
electronic energy = -19054.9662 eV
multiplicity = 3

Geometry as XYZ:
```
11
Properties=species:S:1:pos:R:3:mulliken_charge:R:1
C 0.996 1.244 -1.073 0.3540
C 0.513 0.014 -0.646 -0.5126
N -0.156 -0.120 0.594 -0.0188
O 1.500 2.014 -1.696 -0.2558
O -0.857 1.631 2.477 -0.5650
O -0.828 2.219 -0.037 -0.5728
P -1.129 1.256 1.105 0.5963
H -0.433 0.029 -1.514 0.1854
H 1.209 -0.833 -0.935 0.3930
H 0.230 -0.505 1.471 0.3575
H -2.323 0.798 0.793 0.0386
```

---

[3]
DFT (ωB97M-V/def2-TZVPD) results for one molecule with the formula C11H14N2O2 at a distorted geometry.

Summary:
charge = 0
energy relative to the best compared isomer or geometry (same formula, charge and spin) = 104.7 kcal per mole
HOMO energy = -8.28 eV
electronic energy = -18703.9513 eV

Geometry as XYZ:
```
29
Properties=species:S:1:pos:R:3:mulliken_charge:R:1
C -0.853 0.512 -0.569 1.3842
C 0.331 1.280 -0.128 0.5142
C -0.534 -0.654 -1.148 -0.7368
C -3.028 -0.006 -1.266 -0.5026
C -2.263 0.896 -0.588 1.1637
C -2.623 -1.330 -1.745 0.1753
C 0.289 2.744 0.007 -1.3282
C -2.745 2.210 -0.086 -1.8344
C 1.775 -2.897 -0.886 -1.3785
C 0.857 -1.923 1.306 -1.1327
C 1.807 -1.775 0.155 0.4768
N 1.428 0.655 -0.095 -0.7128
N 1.584 -0.537 -0.583 0.0503
O -3.402 -2.133 -2.165 -0.5901
O -1.284 -1.635 -1.623 -0.2568
H -4.195 0.117 -1.317 0.2393
H -0.497 3.080 -0.747 0.2130
H 0.032 3.129 1.094 0.2317
H 1.146 3.264 -0.272 0.4524
H -2.505 3.000 -0.962 0.2786
H -2.212 2.482 0.745 0.4253
H -3.782 2.040 0.071 0.4778
H 2.190 -2.608 -1.906 0.3428
H 0.775 -3.346 -1.065 0.2566
H 2.490 -3.655 -0.573 0.4396
H -0.175 -1.698 1.030 0.2002
H 1.026 -1.122 2.094 0.2886
H 1.208 -2.812 1.798 0.4529
H 2.920 -1.724 0.384 0.4095
```

---

[4]
DFT (ωB97M-V/def2-TZVPD) results for a 3-piece molecular cluster, C4H13NO2 overall at a distorted geometry.

Summary:
charge = 0
energy relative to the best compared isomer or geometry (same formula, charge and spin) = 65.6 kcal per mole
HOMO energy = -8.50 eV
electronic energy = -9941.3522 eV
structure (SMILES) = C=CNCC.O.O

Geometry as XYZ:
```
20
Properties=species:S:1:pos:R:3:mulliken_charge:R:1
C -1.181 1.194 1.822 -0.9876
C -1.330 0.801 0.536 -0.0568
N -0.855 -0.446 -0.031 -0.3138
C -0.578 -0.645 -1.616 -0.5382
C 0.487 -1.710 -1.953 -1.0251
H -1.904 1.833 2.379 0.2284
H -0.513 0.775 2.474 0.3705
H -1.563 1.536 -0.188 0.3034
H -1.186 -1.298 0.435 0.4047
H -0.384 0.320 -2.001 0.4035
H -1.515 -0.814 -2.146 0.3527
H 0.530 -1.806 -3.058 0.3156
H 0.100 -2.475 -1.342 0.3038
H 1.511 -1.685 -1.601 0.2458
O 1.571 2.933 0.643 -0.6584
H 1.033 3.207 1.420 0.3258
H 1.506 1.996 0.473 0.3332
O 1.578 -1.133 1.613 -0.6625
H 0.645 -1.020 1.219 0.3759
H 2.050 -1.565 0.922 0.2791
```

---

[5]
DFT (ωB97M-V/def2-TZVPD) results for a 11-piece molecular cluster, C31H48N12O3S overall.

Summary:
charge = 0
energy relative to the best compared isomer or geometry (same formula, charge and spin) = 0.0 kcal per mole
HOMO energy = -9.69 eV
electronic energy = -67781.4433 eV
structure (SMILES) = CCCCC[C@@](CCC(N)=O)(N=C=S)OC=O.CC#N.CC#N.CC#N.CC#N.CC#N.CC#N.CC#N.CC#N.CC#N.CC#N

Geometry as XYZ:
```
95
Properties=species:S:1:pos:R:3:mulliken_charge:R:1
C -3.425 -0.966 0.759 -0.7420
C -4.280 -2.228 0.701 -0.4802
C -3.513 -3.564 0.791 -0.6124
C -2.295 -3.592 1.715 0.8279
C -1.435 -4.852 1.521 -1.4077
C 0.051 -4.621 1.757 1.0895
C 0.825 -5.886 2.097 -1.2990
C 0.752 -7.060 1.110 -0.6002
C 1.680 -6.908 -0.080 0.3411
N 1.139 -6.404 -1.258 -0.3887
O 2.844 -7.230 -0.014 -0.5924
N 0.702 -3.942 0.620 -0.5158
C 0.196 -3.260 -0.237 0.5795
S -0.458 -2.385 -1.345 -0.3689
O 0.199 -3.783 2.928 -0.3622
C 0.830 -2.591 2.823 0.4396
O 1.858 -2.343 3.372 -0.5277
H -2.793 -0.963 1.650 0.1637
H -4.037 -0.067 0.815 0.4135
H -2.776 -0.873 -0.114 0.0286
H -5.066 -2.165 1.459 0.3232
H -4.792 -2.225 -0.265 0.1608
H -4.202 -4.330 1.165 0.0677
H -3.235 -3.889 -0.216 0.3509
H -1.681 -2.711 1.529 -0.4883
H -2.635 -3.553 2.750 0.1759
H -1.616 -5.283 0.532 0.4168
H -1.742 -5.611 2.242 0.6070
H 1.870 -5.605 2.241 0.4960
H 0.436 -6.227 3.057 0.4412
H -0.273 -7.272 0.794 0.4244
H 1.109 -7.938 1.649 0.4159
H 1.659 -5.627 -1.636 0.1042
H 0.152 -6.193 -1.218 0.2628
H 0.256 -1.844 2.248 0.1227
C -0.593 1.910 -0.084 -0.4352
C -2.040 2.047 -0.188 0.3760
N -3.176 2.127 -0.328 -0.4826
H -0.202 2.520 0.726 0.1962
H -0.344 0.864 0.099 0.0570
H -0.130 2.223 -1.018 0.3187
C -5.016 1.027 4.267 -0.8720
C -4.208 -0.185 4.299 0.4290
N -3.569 -1.138 4.300 -0.3854
H -6.073 0.768 4.287 0.2686
H -4.786 1.651 5.128 0.3171
H -4.803 1.583 3.354 0.2527
C 2.464 0.782 2.519 -0.7723
C 2.262 2.142 2.034 0.4034
N 2.103 3.212 1.648 -0.5547
H 2.551 0.092 1.683 0.2393
H 3.376 0.731 3.110 0.4055
H 1.626 0.478 3.142 0.3019
C 5.012 3.475 -0.450 -0.1046
C 6.101 2.521 -0.618 0.2669
N 6.952 1.759 -0.729 -0.3855
H 4.333 3.128 0.326 -0.0859
H 5.412 4.447 -0.172 -0.0012
H 4.464 3.580 -1.384 0.2766
C -6.561 -1.045 -3.473 -0.8661
C -5.234 -1.564 -3.169 0.4228
N -4.191 -1.974 -2.924 -0.3678
H -6.535 -0.489 -4.408 0.3116
H -7.268 -1.867 -3.568 0.2756
H -6.887 -0.381 -2.675 0.2685
C 4.747 8.133 -0.330 -0.7433
C 5.430 7.193 -1.210 0.4197
N 5.967 6.453 -1.903 -0.4108
H 5.070 9.149 -0.547 0.2820
H 3.672 8.066 -0.485 0.1619
H 4.968 7.895 0.709 0.3007
C 2.712 -4.842 -4.039 -0.8907
C 1.288 -5.084 -4.238 0.4582
N 0.168 -5.282 -4.387 -0.4310
H 2.857 -3.964 -3.411 0.2833
H 3.167 -5.707 -3.559 0.3321
H 3.198 -4.670 -4.998 0.3278
C 1.665 9.707 -2.745 -0.8324
C 2.863 10.414 -2.312 0.4596
N 3.808 10.970 -1.973 -0.4822
H 1.883 9.129 -3.642 0.2771
H 1.325 9.033 -1.961 0.2962
H 0.875 10.422 -2.964 0.3087
C 6.065 12.373 -4.115 -0.4844
C 6.377 12.283 -5.536 0.2793
N 6.613 12.215 -6.657 -0.3602
H 6.854 11.904 -3.530 0.2585
H 5.978 13.417 -3.821 0.2649
H 5.128 11.867 -3.901 0.0364
C -6.068 -6.627 3.585 -0.9533
C -4.732 -6.828 3.039 0.3675
N -3.677 -6.972 2.613 -0.3612
H -6.080 -5.729 4.201 0.2758
H -6.785 -6.514 2.774 0.2768
H -6.352 -7.483 4.195 0.3415
```

---

[6]
DFT (ωB97M-V/def2-TZVPD) results for an isolated ion of composition C6H10IN2 and charge +1 at a distorted geometry.

Summary:
charge = +1
energy relative to the best compared isomer or geometry (same formula, charge and spin) = 79.5 kcal per mole
HOMO energy = -12.73 eV
electronic energy = -17454.3262 eV

Geometry as XYZ:
```
19
Properties=species:S:1:pos:R:3:mulliken_charge:R:1
C 0.268 1.827 0.964 -0.4327
C -0.299 1.993 -0.334 0.2513
C 1.018 0.768 1.263 -0.5555
C -0.450 1.014 -1.212 -0.5902
C -0.048 -0.848 -0.260 0.1684
C -1.074 -1.064 0.876 -1.4359
N 0.110 -1.844 -1.269 -0.4697
N 1.195 -0.279 0.277 -0.0842
I -0.706 0.785 -3.272 0.1799
H 0.068 2.602 1.535 0.6231
H -0.608 3.076 -0.519 0.3349
H 1.546 0.506 2.212 0.3382
H -1.904 -1.212 0.273 0.4105
H -1.311 -0.290 1.604 0.3811
H -0.836 -2.002 1.259 0.4755
H 0.097 -1.323 -2.118 0.1040
H -0.715 -2.471 -1.373 0.3762
H 1.926 -0.100 -0.539 0.4439
H 1.721 -1.136 0.634 0.4814
```

---

[7]
DFT (ωB97M-V/def2-TZVPD) results for a 14-piece molecular cluster, C16H60N14O14 overall at a distorted geometry.

Summary:
charge = 0
energy relative to the best compared isomer or geometry (same formula, charge and spin) = 242.4 kcal per mole
HOMO energy = -7.85 eV
electronic energy = -67085.8595 eV

Geometry as XYZ:
```
104
Properties=species:S:1:pos:R:3:mulliken_charge:R:1
C 3.616 0.566 0.327 0.1313
C 3.956 1.978 -0.142 -0.3976
O 4.880 1.896 -1.220 -0.5900
H 4.514 0.028 0.716 0.3948
H 3.121 -0.042 -0.413 -0.0137
H 2.976 0.630 1.237 -0.2946
H 4.293 2.658 0.703 0.3042
H 3.100 2.592 -0.586 0.0328
H 4.411 1.674 -2.044 0.3251
C 0.056 0.712 -0.433 1.1303
C 0.394 -0.588 0.169 0.8102
O -0.742 -1.325 0.198 0.1544
H -0.231 0.540 -1.505 -1.2193
H 0.965 1.251 -0.543 0.5235
H -0.786 1.333 -0.035 0.0747
H 0.936 -0.640 1.115 -0.3202
H 1.109 -1.060 -0.522 0.2955
H -0.802 -1.652 -0.720 -0.5481
C 3.400 -1.063 3.226 0.3811
O 4.765 -0.773 3.400 -0.7845
N 2.918 -1.835 2.356 0.2331
N 2.617 -0.724 4.182 -0.3238
H 3.566 -2.167 1.599 -0.1266
H 1.924 -2.057 2.287 0.0088
H 3.044 -0.217 5.069 0.3183
H 1.541 -0.762 4.194 0.1772
C 0.559 -3.955 1.322 -0.0550
O -0.084 -4.118 0.138 -0.5589
N 0.385 -2.935 2.054 -0.2952
N 1.641 -4.588 1.664 -0.4000
H -0.115 -2.211 1.536 0.1930
H -0.083 -3.123 3.024 0.2686
H 1.863 -5.495 1.204 0.3021
H 2.062 -4.227 2.570 0.3286
C -0.282 2.621 -3.467 0.4173
O 0.531 2.877 -2.396 -0.6451
N -0.481 3.361 -4.532 -0.3574
N -1.096 1.564 -3.583 -0.2007
H -0.138 4.355 -4.472 0.2901
H -1.171 3.174 -5.212 0.1887
H -1.029 0.957 -2.710 -0.1374
H -1.390 1.125 -4.463 0.2561
C -3.255 0.334 2.381 0.3419
O -3.111 1.423 1.546 -0.7281
N -2.543 -0.656 2.122 -0.1064
N -4.175 0.270 3.265 -0.3553
H -1.843 -0.590 1.419 -0.0316
H -2.250 -1.115 3.038 0.2501
H -4.292 -0.544 3.826 0.1681
H -4.695 1.147 3.391 0.3090
C -2.692 5.035 1.591 0.5869
O -2.264 6.194 1.158 -0.7889
N -3.644 5.067 2.492 -0.3663
N -2.448 3.923 0.999 0.3613
H -3.712 6.002 2.895 0.2488
H -4.016 4.220 2.868 0.1826
H -1.669 4.103 0.275 -0.1320
H -2.643 2.990 1.209 0.0936
C 4.127 -2.999 -0.414 0.4129
O 4.624 -2.338 -1.509 -0.7436
N 2.914 -3.551 -0.411 0.0766
N 4.652 -3.034 0.754 -0.2800
H 2.337 -3.627 -1.364 0.1712
H 2.488 -3.866 0.495 0.0937
H 5.623 -2.640 0.840 0.2831
H 4.333 -3.693 1.485 0.3927
C 0.466 -3.077 -3.010 0.1438
O -0.366 -2.095 -2.456 -0.4295
N 0.878 -4.104 -2.255 -0.5273
N 1.066 -3.008 -4.186 -0.3480
H 0.536 -4.135 -1.211 0.1665
H 1.278 -4.954 -2.748 0.2181
H 0.738 -2.367 -4.811 0.2482
H 1.664 -3.722 -4.563 0.1643
C -2.418 -4.651 -1.841 0.3498
O -3.718 -4.651 -2.354 -0.5814
H -2.089 -3.680 -1.608 -0.4866
H -1.671 -5.072 -2.533 0.1759
H -2.518 -5.312 -0.970 0.2602
H -4.233 -4.081 -1.809 0.3184
C 0.319 1.892 2.773 1.1801
O 1.023 2.939 3.442 -0.5872
H -0.411 2.241 2.045 -0.2612
H -0.197 1.239 3.543 0.1649
H 1.072 1.281 2.288 -0.8764
H 1.773 3.162 2.917 0.3743
C -3.458 -0.672 -1.268 -0.3769
O -2.355 -0.384 -2.085 -0.3933
H -4.388 -0.655 -1.821 0.3975
H -3.573 0.018 -0.432 -0.0574
H -3.391 -1.731 -0.936 0.0360
H -2.326 -1.205 -2.619 0.1643
C 0.818 4.629 0.463 -0.1237
O -0.196 4.384 -0.503 -0.7056
H 0.348 4.873 1.411 0.3224
H 1.398 5.497 0.077 0.3161
H 1.506 3.810 0.624 -0.3381
H 0.086 3.616 -1.010 0.3337
C -3.426 3.033 -1.749 -0.6048
O -3.589 2.890 -3.159 -0.6534
H -4.412 3.123 -1.351 0.5000
H -2.899 3.964 -1.488 0.3078
H -3.095 2.157 -1.136 0.0370
H -2.762 2.428 -3.340 0.4592
```

---

[8]
DFT (ωB97M-V/def2-TZVPD) results for C7H11FO3 as an isolated structure at a distorted geometry.

Summary:
charge = 0
energy relative to the best compared isomer or geometry (same formula, charge and spin) = 24.6 kcal per mole
HOMO energy = -9.04 eV
electronic energy = -16293.7688 eV

Geometry as XYZ:
```
22
Properties=species:S:1:pos:R:3:mulliken_charge:R:1
C 1.467 0.105 1.766 0.5770
C -0.285 -0.770 -0.425 -0.6462
C -0.320 -0.270 0.916 0.5970
C -0.707 0.734 -2.230 -1.5177
C -1.955 -1.595 -2.161 -1.4674
C 2.483 1.644 3.104 -0.7184
C -1.331 -0.387 -1.394 0.9971
O 2.369 -0.613 1.517 -0.5006
O -0.600 -1.598 0.810 -0.4867
O 1.315 1.228 2.320 -0.2270
F -1.242 0.488 1.549 -0.2802
H 0.785 -0.959 -0.918 0.3136
H -0.041 1.312 -1.592 0.3770
H -1.412 1.360 -2.752 0.3676
H -0.085 0.251 -2.937 0.4189
H -2.582 -1.291 -2.904 0.4423
H -2.563 -2.267 -1.458 0.3316
H -1.243 -2.362 -2.475 0.3268
H 2.636 0.906 3.899 0.3165
H 2.200 2.626 3.546 0.2088
H 3.285 1.618 2.473 0.3648
H -2.173 -0.161 -0.654 0.2052
```

---

- What is the electronic energy in the third record?
  -18703.9513 eV

---

- Among the records above, which one has the highest electronic energy?
  C4H13NO2

---

Repeat the first record exactly.
DFT (ωB97M-V/def2-TZVPD) results for C16H13HfN2O6 as an isolated structure at a distorted geometry.

Summary:
charge = +3
energy relative to the best compared isomer or geometry (same formula, charge and spin) = 0.0 kcal per mole
HOMO energy (spin up / spin down) = -17.87 / -17.87 eV
electronic energy = -33338.5192 eV

Geometry as XYZ:
```
38
Properties=species:S:1:pos:R:3:mulliken_charge:R:1
O -0.365 2.305 -6.238 -0.1773
C -0.869 3.279 -6.597 0.1846
Hf -0.572 0.064 -2.773 1.2127
O -0.307 3.404 -3.533 -0.1402
C -0.104 2.288 -3.183 0.2716
C 0.400 -2.679 -4.306 0.4102
O -0.371 -1.757 -4.089 -0.3975
C 1.165 1.354 -3.734 0.5070
O 2.348 1.664 -3.782 -0.2168
C -2.311 1.017 -3.340 0.5988
O -3.301 1.621 -3.626 -0.0983
H 0.522 0.558 -4.233 0.1185
C 1.154 -0.355 3.584 -0.8055
N 1.347 -0.165 2.163 -0.0476
N 0.439 -0.592 1.234 0.4361
C 0.923 -0.304 0.003 0.8528
O 0.214 -0.412 -1.065 -0.6136
C 2.208 0.234 0.179 -1.1394
C 2.414 0.349 1.540 0.8755
C 3.567 0.909 2.270 -1.6755
C -0.898 -0.975 1.559 0.1848
C -1.649 -0.158 2.397 -0.1126
C -2.955 -0.529 2.714 -0.8817
C -3.487 -1.699 2.163 -0.4544
C -2.720 -2.508 1.308 -0.7898
C -1.412 -2.142 0.990 -0.2748
H 0.341 0.260 3.984 0.3253
H 2.108 -0.130 4.073 0.3681
H 0.882 -1.393 3.776 0.3643
H 2.845 0.558 -0.615 0.4276
H 3.261 1.671 2.996 0.4274
H 4.077 0.154 2.880 0.4095
H 4.283 1.346 1.562 0.3609
H -1.209 0.761 2.780 0.6104
H -3.542 0.113 3.369 0.4326
H -4.514 -1.974 2.400 0.4501
H -3.143 -3.412 0.865 0.4297
H -0.768 -2.728 0.323 0.5664
```